Computed, not measured: C30H36ClO5Pt as an isolated structure at a distorted geometry, with wB97M-V/def2-TZVPD.

Its LUMO energy (spin up / spin down) is 2.2431 / 1.0791 eV. The spin multiplicity is 5. Its net charge is -1. The total energy is -2120.23947 a.u. Its HOMO energy (spin up / spin down) is 0.51 / -5.06 eV. The calculation puts the HOMO-LUMO gap (spin up / spin down) at 0.0639 / 0.2254 hartree.

Atoms and positions in Å:
C: 0.35 -0.94 -4.43
C: 0.02 -1.70 -3.15
C: -0.06 0.54 -4.19
C: -0.95 0.52 -2.93
H: -0.63 0.85 -5.07
H: 0.83 1.18 -4.12
C: -1.23 -0.98 -2.65
H: 0.85 -1.57 -2.44
H: -0.14 -2.77 -3.35
C: -1.47 -1.10 -1.17
H: -2.11 -1.32 -3.21
H: -1.89 1.04 -3.14
C: -0.38 1.09 -1.61
C: 1.79 -1.13 -4.87
C: -0.38 -1.54 -5.63
O: -0.87 -0.91 -6.56
O: 2.74 -1.23 -4.09
O: 1.93 -1.20 -6.20
O: -0.43 -2.89 -5.58
C: -1.08 -3.48 -6.70
H: -0.96 -4.56 -6.57
H: -0.61 -3.15 -7.63
H: -2.15 -3.21 -6.71
C: 3.28 -1.42 -6.62
H: 3.95 -0.69 -6.16
H: 3.27 -1.32 -7.70
H: 3.61 -2.43 -6.33
O: -0.46 -0.24 -0.57
H: -1.34 -2.12 -0.77
H: -2.46 -0.72 -0.90
C: -1.31 2.10 -0.97
C: 1.06 1.54 -1.65
H: 1.15 2.43 -2.29
H: 1.72 0.75 -2.05
H: 1.40 1.83 -0.65
H: -0.88 2.46 -0.02
H: -2.29 1.66 -0.77
H: -1.44 2.97 -1.63
Pt: -0.34 -0.74 1.51
C: -2.16 -0.72 4.04
C: -2.82 -0.35 2.85
C: -2.41 -1.26 1.79
H: -3.60 0.39 2.74
C: -1.50 -2.26 2.45
C: -1.34 -1.84 3.82
H: -0.76 -2.37 4.57
H: -2.33 -0.26 5.01
H: -2.95 -1.49 0.88
H: -1.29 -3.23 2.01
C: 1.94 0.47 2.85
C: 1.98 -0.55 3.83
C: 1.74 -1.81 3.23
H: 2.23 -0.40 4.88
C: 1.55 -1.62 1.80
C: 1.67 -0.12 1.55
H: 2.00 0.29 0.59
H: 2.15 1.52 3.03
H: 1.78 -2.77 3.73
H: 1.69 -2.37 1.02
Cl: 0.32 5.49 4.41
C: 0.18 4.22 5.53
C: 0.43 4.44 6.88
C: 0.38 3.39 7.80
C: 0.11 2.09 7.35
C: -0.14 1.83 6.02
C: -0.17 2.90 5.04
C: -0.50 2.65 3.72
H: 0.67 5.45 7.20
H: 0.57 3.59 8.85
H: 0.11 1.26 8.07
H: -0.31 0.81 5.67
H: -0.83 1.65 3.44
H: -0.45 3.42 2.97

---

Computed, not measured: C22H27IN2NiOSSi as an isolated structure at a distorted geometry, with wB97M-V/def2-TZVPD.

Its LUMO energy is 0.3081 eV. The energy above the lowest of the compared OMol25 structures with the same formula, charge and spin is 1.007 eV. The total energy is -3532.93674 a.u. Its HOMO energy is -7.21 eV. The calculation puts the HOMO-LUMO gap at 0.2764 hartree.

Atoms and positions in Å:
Ni: -0.47 0.66 -1.35
C: -3.23 -1.38 -2.56
C: -1.84 -1.53 -3.13
C: -1.55 -2.47 -4.10
C: -0.23 -2.55 -4.57
C: 0.75 -1.73 -4.07
C: 0.41 -0.80 -3.07
N: -0.89 -0.73 -2.66
N: 1.19 0.08 -2.41
Si: 2.77 -0.24 -1.81
C: 3.17 1.01 -0.51
C: 2.84 -1.93 -1.04
C: 4.09 -0.13 -3.11
H: -3.54 -2.29 -2.05
H: -3.95 -1.19 -3.36
H: -3.26 -0.55 -1.86
H: -2.33 -3.11 -4.49
H: 0.02 -3.28 -5.33
H: 1.77 -1.79 -4.43
H: 2.37 1.10 0.23
H: 3.32 2.00 -0.96
H: 4.09 0.73 0.02
H: 1.99 -2.05 -0.37
H: 3.76 -2.10 -0.48
H: 2.77 -2.71 -1.81
H: 4.12 0.89 -3.52
H: 3.91 -0.82 -3.94
H: 5.08 -0.36 -2.70
O: -0.69 -0.57 0.62
S: -0.77 0.78 1.31
C: -2.21 0.75 2.34
C: -2.74 -0.48 2.69
C: -3.87 -0.50 3.50
C: -4.44 0.69 3.93
C: -3.90 1.91 3.55
C: -2.78 1.95 2.74
C: 0.51 0.80 2.54
C: 1.16 -0.39 2.85
C: 2.19 -0.35 3.78
C: 2.56 0.86 4.37
C: 1.91 2.04 4.02
C: 0.89 2.02 3.09
H: -2.28 -1.39 2.33
H: -4.30 -1.45 3.79
H: -5.33 0.66 4.56
H: -4.36 2.84 3.88
H: -2.36 2.89 2.41
H: 0.87 -1.31 2.36
H: 2.71 -1.26 4.05
H: 3.37 0.88 5.09
H: 2.22 2.98 4.46
H: 0.39 2.93 2.79
I: -0.09 3.47 -1.35
C: -1.60 2.04 -1.93
H: -1.72 2.15 -3.00
H: -2.50 2.33 -1.38

---

Computed, not measured: a 2-piece molecular cluster, C21H23BClF14O8S overall at a distorted geometry, with wB97M-V/def2-TZVPD.

Its LUMO energy is 1.6370 eV. Its net charge is -1. The total energy is -3696.79110 a.u. Its HOMO energy is -6.22 eV. The calculation puts the HOMO-LUMO gap at 0.2887 hartree.

Atoms and positions in Å:
C: 3.28 -5.13 4.80
C: 2.22 -6.00 3.88
C: 1.94 -5.09 2.50
O: 0.73 -4.27 2.70
C: 0.33 -3.55 1.49
C: -0.45 -4.71 0.64
O: -1.15 -5.61 1.59
O: -2.27 -5.09 2.01
O: 1.51 -3.06 0.69
B: 1.95 -1.72 1.19
Cl: 2.70 -1.66 2.93
C: 3.17 -1.05 0.31
F: 4.24 -0.57 1.26
F: 3.67 -2.15 -0.60
C: 2.72 0.18 -0.69
C: 2.16 -0.13 -2.20
C: 1.76 1.14 -3.21
C: 1.94 2.68 -2.67
C: 2.50 3.02 -1.13
C: 2.67 4.62 -0.68
F: 1.87 4.91 0.53
F: 4.11 4.94 -0.37
F: 2.26 5.51 -1.82
C: 2.89 1.75 -0.15
O: 0.66 -1.02 1.34
C: -0.39 -2.05 1.66
C: -1.67 -1.74 0.68
C: -2.04 -0.16 0.48
S: -1.13 -1.66 3.38
O: -0.12 -2.01 4.54
O: -2.40 -2.53 3.66
F: -1.44 0.05 3.58
H: 3.61 -5.84 5.69
H: 2.82 -4.13 5.20
H: 4.29 -4.86 4.22
H: 2.84 -6.95 3.50
H: 1.23 -6.29 4.42
H: 2.94 -4.44 2.38
H: 1.89 -5.86 1.63
H: 0.38 -5.39 0.12
H: -1.13 -4.32 -0.24
H: -2.23 -5.18 3.03
H: 2.07 -1.25 -2.58
H: 1.38 0.92 -4.32
H: 1.68 3.56 -3.42
H: 3.29 2.01 0.93
H: -1.37 -2.16 -0.40
H: -2.61 -2.40 1.00
H: -2.71 0.28 1.36
H: -2.74 -0.10 -0.49
H: -1.13 0.55 0.27
C: -3.51 5.82 -3.77
C: -3.00 4.70 -4.67
C: -3.61 3.33 -4.41
F: -3.35 2.88 -3.17
F: -3.10 2.40 -5.27
F: -1.64 4.65 -4.61
F: -3.29 5.05 -5.97
O: -2.69 6.14 -2.64
C: -2.90 5.34 -1.48
C: -1.65 4.53 -1.09
F: -1.28 3.69 -2.08
F: -1.90 3.76 0.00
F: -3.99 4.57 -1.66
F: -3.21 6.21 -0.48
H: -3.51 6.74 -4.37
H: -4.56 5.69 -3.48
H: -4.70 3.35 -4.56
H: -0.81 5.19 -0.87

---

Computed, not measured: one molecule with the formula C2H7PS2 at a distorted geometry, with wB97M-V/def2-TZVPD.

Its LUMO energy is 0.5834 eV. The energy above the lowest of the compared OMol25 structures with the same formula, charge and spin is 2.486 eV. As for the SMILES: PCC(S)S. The total energy is -1218.04366 a.u. Its HOMO energy is -8.74 eV. The calculation puts the HOMO-LUMO gap at 0.3425 hartree.

Atoms and positions in Å:
P: 1.42 0.13 -1.13
C: 0.40 0.08 0.79
C: -1.00 -0.31 0.48
S: -1.68 0.38 -1.13
S: -1.31 -2.14 0.48
H: 1.57 -1.25 -1.44
H: 2.74 0.24 -0.32
H: 0.45 1.14 0.93
H: 1.06 -0.45 1.45
H: -1.62 -0.04 1.33
H: -1.05 -0.43 -1.95
H: -2.56 -2.27 1.02

---

Computed, not measured: C38H48Cl36IN4O3 as an isolated structure at a distorted geometry, with wB97M-V/def2-TZVPD.

Its LUMO energy is -4.9178 eV. The energy above the lowest of the compared OMol25 structures with the same formula, charge and spin is 0.000 eV. Its net charge is +1. The total energy is -18785.57435 a.u. Its HOMO energy is -9.09 eV. The calculation puts the HOMO-LUMO gap at 0.1532 hartree.

Atoms and positions in Å:
C: 7.13 2.24 2.38
C: 7.26 2.52 0.88
C: 5.98 2.36 0.09
N: 5.58 0.94 -0.23
I: 7.06 -0.02 -1.38
C: 4.40 1.13 -1.26
C: 3.14 0.30 -0.86
C: 1.98 1.21 -1.33
C: 0.63 0.49 -1.53
C: -0.30 1.39 -2.38
C: -1.52 1.90 -1.60
C: -2.44 0.72 -1.20
C: -3.86 0.77 -1.81
C: -4.96 0.95 -0.75
C: -6.36 0.71 -1.32
C: -7.34 0.20 -0.26
C: -8.80 0.52 -0.59
C: -9.76 -0.28 0.31
C: -11.11 -0.55 -0.35
N: -11.99 -1.28 0.54
C: -11.90 -2.59 0.89
C: -12.86 -2.92 1.80
C: -13.62 -1.73 2.00
C: -13.07 -0.77 1.20
O: 3.30 -0.90 -1.66
C: 2.62 -1.92 -1.21
N: 1.92 -2.66 -0.67
C: 3.40 0.25 0.64
O: 2.62 -0.62 1.47
C: 2.05 0.04 2.44
N: 1.54 0.66 3.27
C: 4.91 0.17 0.89
C: 5.57 -1.10 1.45
C: 5.04 -2.48 1.04
C: 5.54 -3.05 -0.29
C: 5.15 -4.49 -0.51
O: 5.64 -5.27 0.59
H: 8.02 2.53 2.94
H: 6.99 1.16 2.54
H: 6.26 2.73 2.82
H: 7.55 3.56 0.77
H: 8.10 1.94 0.49
H: 5.17 2.87 0.61
H: 6.10 2.88 -0.86
H: 4.06 2.16 -1.21
H: 4.73 0.79 -2.24
H: 2.26 1.61 -2.30
H: 1.89 1.99 -0.58
H: 0.80 -0.40 -2.13
H: 0.16 0.24 -0.58
H: -0.63 0.86 -3.28
H: 0.25 2.28 -2.72
H: -1.15 2.43 -0.72
H: -2.04 2.62 -2.23
H: -2.51 0.70 -0.11
H: -1.99 -0.23 -1.48
H: -3.95 1.57 -2.55
H: -4.06 -0.19 -2.30
H: -4.76 0.28 0.09
H: -4.91 1.99 -0.41
H: -6.31 -0.03 -2.13
H: -6.73 1.65 -1.73
H: -7.26 -0.89 -0.23
H: -7.13 0.64 0.71
H: -8.95 1.59 -0.42
H: -9.03 0.31 -1.64
H: -9.93 0.29 1.23
H: -9.29 -1.21 0.63
H: -11.58 0.40 -0.59
H: -10.95 -1.15 -1.25
H: -11.15 -3.29 0.53
H: -13.03 -3.88 2.26
H: -14.47 -1.62 2.66
H: -13.41 0.25 1.11
H: 3.12 1.26 0.94
H: 5.05 0.86 1.72
H: 5.41 -1.04 2.53
H: 6.65 -1.09 1.32
H: 5.39 -3.18 1.80
H: 3.95 -2.55 1.05
H: 6.64 -3.02 -0.27
H: 5.25 -2.46 -1.17
H: 4.08 -4.63 -0.65
H: 5.66 -4.86 -1.41
H: 5.03 -6.01 0.70
C: 8.56 5.60 4.59
Cl: 7.08 4.71 5.00
Cl: 9.88 4.99 5.57
Cl: 8.94 5.36 2.88
Cl: 8.31 7.32 4.90
C: 8.28 2.36 -4.79
Cl: 8.48 3.25 -6.29
Cl: 9.66 2.64 -3.73
Cl: 6.80 2.91 -3.97
Cl: 8.14 0.63 -5.12
C: -14.76 -4.69 -1.64
Cl: -16.26 -4.94 -0.73
Cl: -14.92 -3.25 -2.65
Cl: -13.42 -4.44 -0.50
Cl: -14.45 -6.10 -2.66
C: -12.63 -0.33 6.12
Cl: -10.89 -0.06 6.28
Cl: -13.49 1.19 6.35
Cl: -12.98 -0.97 4.50
Cl: -13.15 -1.49 7.35
C: 11.05 4.42 -9.26
Cl: 9.90 5.47 -10.11
Cl: 12.63 4.51 -10.05
Cl: 11.19 4.94 -7.58
Cl: 10.47 2.75 -9.31
C: 9.44 -3.16 2.69
Cl: 9.65 -1.62 1.82
Cl: 8.18 -4.12 1.89
Cl: 10.96 -4.05 2.69
Cl: 8.94 -2.82 4.35
C: 0.33 -1.10 -5.99
Cl: -1.27 -1.20 -5.25
Cl: 0.47 0.40 -6.90
Cl: 1.57 -1.14 -4.72
Cl: 0.56 -2.48 -7.07
C: -7.08 -2.64 2.92
Cl: -6.80 -3.30 1.30
Cl: -8.80 -2.76 3.31
Cl: -6.14 -3.54 4.09
Cl: -6.60 -0.93 2.95
C: 11.65 1.64 6.76
Cl: 12.11 3.34 6.94
Cl: 9.89 1.50 6.65
Cl: 12.38 0.98 5.29
Cl: 12.22 0.73 8.16

---

Computed, not measured: C9H9CuNO4 as an isolated structure at a distorted geometry, with wB97M-V/def2-TZVPD.

Its LUMO energy (spin up / spin down) is -8.4268 / -13.0004 eV. The spin multiplicity is 2. Its net charge is +2. The total energy is -2343.74570 a.u. Its HOMO energy (spin up / spin down) is -18.42 / -18.34 eV. The calculation puts the HOMO-LUMO gap (spin up / spin down) at 0.3672 / 0.1963 hartree.

Atoms and positions in Å:
Cu: -0.04 0.09 -1.23
C: -1.00 -1.52 -1.57
O: -1.42 -2.54 -1.23
C: 0.42 0.66 -3.45
O: 0.40 0.14 -4.48
C: 2.07 -0.31 -0.93
O: 2.82 -1.19 -0.74
C: -1.63 1.58 -1.43
O: -2.78 1.76 -1.46
C: 1.43 3.03 -0.35
H: 0.48 3.29 0.15
H: 2.12 2.44 0.29
C: 1.53 3.04 -1.66
H: 2.25 2.35 -2.19
H: 0.64 3.26 -2.30
C: -1.58 -2.46 2.59
C: -0.30 -1.66 2.84
C: -0.01 -0.65 1.84
N: 0.17 0.13 0.99
H: -2.43 -1.78 2.56
H: -1.76 -3.18 3.39
H: -1.54 -3.00 1.65
H: -0.41 -1.16 3.81
H: 0.57 -2.31 2.93

---

Computed, not measured: C2H5N3O as an isolated structure at a distorted geometry, with wB97M-V/def2-TZVPD.

Its LUMO energy (spin up / spin down) is -0.8164 / -0.6531 eV. The energy above the lowest of the compared OMol25 structures with the same formula, charge and spin is 6.011 eV. The total energy is -318.52959 a.u. Its HOMO energy (spin up / spin down) is -9.50 / -9.75 eV. The calculation puts the HOMO-LUMO gap (spin up / spin down) at 0.3193 / 0.3342 hartree.

Atoms and positions in Å:
C: -0.16 -0.14 0.68
C: 0.98 0.35 -0.35
N: -2.77 0.48 0.36
N: -2.18 0.28 -0.64
N: -1.34 -0.71 0.05
O: 2.04 -0.65 -0.45
H: 0.35 -0.74 1.44
H: -0.65 0.82 1.18
H: 1.53 1.22 -0.03
H: 0.55 0.55 -1.35
H: 1.66 -1.46 -0.90

---

Computed, not measured: C9H13F6N4O4S3Ti as an isolated structure at a distorted geometry, with wB97M-V/def2-TZVPD.

Its LUMO energy is -12.4780 eV. The energy above the lowest of the compared OMol25 structures with the same formula, charge and spin is 0.110 eV. Its net charge is +3. The total energy is -3512.89916 a.u. Its HOMO energy is -19.06 eV. The calculation puts the HOMO-LUMO gap at 0.2418 hartree.

Atoms and positions in Å:
Ti: -0.36 -0.62 -0.64
F: 1.55 -2.24 1.60
C: 0.66 -2.70 2.45
F: 0.42 -3.96 2.27
F: 0.97 -2.40 3.68
S: -1.01 -1.77 2.15
O: -0.57 -0.58 1.15
O: -1.51 -1.29 3.37
N: -1.99 -2.68 1.31
S: -1.74 -2.76 -0.22
O: -0.28 -2.82 -0.56
O: -2.08 -1.42 -0.91
C: -2.95 -4.19 -1.02
F: -4.10 -3.63 -1.04
F: -2.42 -4.36 -2.18
F: -2.85 -5.19 -0.22
C: 3.98 -0.15 -3.83
C: 3.80 -0.98 -2.54
C: 2.47 -0.81 -1.96
N: 1.42 -0.65 -1.51
H: 4.99 -0.31 -4.18
H: 3.84 0.91 -3.64
H: 3.29 -0.48 -4.61
H: 4.52 -0.70 -1.77
H: 3.92 -2.05 -2.73
C: -2.79 2.35 1.21
N: -1.43 2.85 1.01
C: -0.86 3.86 1.94
C: 0.52 4.17 1.33
N: 0.59 3.18 0.22
C: -0.56 2.55 0.09
S: -0.88 1.52 -1.31
H: -3.47 3.20 1.27
H: -2.85 1.79 2.14
H: -3.09 1.73 0.36
H: -0.80 3.43 2.94
H: -1.52 4.73 1.97
H: 1.34 4.02 2.02
H: 0.58 5.18 0.92
H: 1.26 3.25 -0.53

---

Computed, not measured: one molecule with the formula C5H6O at a distorted geometry, with wB97M-V/def2-TZVPD.

Its LUMO energy is 0.2979 eV. The energy above the lowest of the compared OMol25 structures with the same formula, charge and spin is 1.873 eV. As for the SMILES: C=CC(=O)C=C. The total energy is -269.27741 a.u. Its HOMO energy is -9.57 eV. The calculation puts the HOMO-LUMO gap at 0.3628 hartree.

Atoms and positions in Å:
C: -0.42 1.99 1.20
C: 0.25 1.23 0.32
C: -0.32 -0.09 0.10
O: -1.04 -0.59 0.90
C: 0.01 -0.96 -1.06
C: 0.42 -2.20 -0.87
H: -0.10 2.98 1.47
H: -1.35 1.64 1.70
H: 1.15 1.55 -0.26
H: -0.08 -0.40 -1.96
H: 0.84 -2.27 0.15
H: 0.66 -2.85 -1.69

---

Computed, not measured: a 2-piece molecular cluster, C8H13FNO overall at a distorted geometry, with wB97M-V/def2-TZVPD.

Its LUMO energy (spin up / spin down) is -5.6042 / -5.6039 eV. The energy above the lowest of the compared OMol25 structures with the same formula, charge and spin is 0.261 eV. Its net charge is +1. The total energy is -542.12544 a.u. Its HOMO energy (spin up / spin down) is -12.75 / -12.75 eV. The calculation puts the HOMO-LUMO gap (spin up / spin down) at 0.2627 / 0.2627 hartree.

Atoms and positions in Å:
C: 3.45 -1.00 0.40
C: 2.49 -0.01 1.05
C: 3.03 -1.23 -0.85
C: 1.66 0.26 -0.07
C: -1.61 1.88 -0.98
C: -0.39 1.16 -1.01
C: -2.19 -1.40 0.35
C: 0.50 1.02 -0.05
N: -3.03 -0.26 0.55
O: 1.91 -0.47 -1.19
F: 0.32 1.54 1.25
H: 4.22 -1.50 0.86
H: 3.00 0.85 1.41
H: 3.57 -1.86 -1.52
H: -2.20 2.01 -1.91
H: -2.34 1.25 -0.29
H: -1.55 2.88 -0.46
H: 0.01 0.84 -1.95
H: -1.30 -1.41 1.08
H: -2.70 -2.37 0.45
H: -1.57 -1.21 -0.59
H: 1.96 -0.43 1.95
H: -3.88 -0.49 0.06
H: -3.38 -0.05 1.45

---

Computed, not measured: one molecule with the formula C5H6IP at a distorted geometry, with wB97M-V/def2-TZVPD.

Its LUMO energy is -0.3508 eV. The energy above the lowest of the compared OMol25 structures with the same formula, charge and spin is 1.053 eV. As for the SMILES: C=C[C@H](I)C=C=P. The total energy is -833.02957 a.u. Its HOMO energy is -9.15 eV. The calculation puts the HOMO-LUMO gap at 0.3234 hartree.

Atoms and positions in Å:
C: 0.06 1.48 -0.51
C: 0.66 1.05 0.55
C: 1.16 -0.33 0.66
I: 2.87 -0.54 -0.71
C: 0.20 -1.40 0.45
C: -1.06 -1.55 0.14
P: -2.62 -1.77 -0.29
H: 0.06 0.69 -1.32
H: -0.35 2.48 -0.64
H: 0.88 1.62 1.44
H: 1.63 -0.56 1.75
H: 0.78 -2.37 0.76
H: -2.68 -1.72 -1.74